(1)
Below is a 2-piece molecular cluster, C3H13N2O overall in a non-equilibrium geometry, with properties calculated with wB97M-V/def2-TZVPD.

Positions of all 19 atoms, in Å:
1 H 0.860 -0.752 0.084
2 H 0.335 0.821 1.801
3 H -1.350 -1.070 -0.812
4 N -0.271 -0.934 -2.508
5 C -0.218 0.784 -0.863
6 H -0.147 -0.805 3.876
7 H 1.806 0.287 -0.750
8 H -1.949 0.303 -1.911
9 H 0.194 1.560 -1.587
10 H -0.900 1.204 0.018
11 H 2.086 0.625 1.744
12 C -1.109 -0.331 -1.601
13 C 1.218 0.998 1.081
14 N 0.982 0.174 -0.161
15 H -0.481 -0.626 -3.437
16 H 1.506 2.128 1.126
17 O -0.638 -0.990 3.057
18 H -1.541 -1.393 3.385
19 H -0.382 -1.984 -2.540

Frontier orbital gap (alpha / beta) (eV): 3.365 / 10.133
Spin multiplicity: 2
E_HOMO (alpha / beta) (eV): -2.59 / -9.61
Lowest unoccupied orbital energy (alpha / beta) (eV): 0.775 / 0.520
<S²>: 0.75

---

(2)
Below is H30O19STl as an isolated structure in a non-equilibrium geometry, with properties calculated with wB97M-V/def2-TZVPD.

Positions of all 51 atoms, in Å:
1 O -11.332 -6.569 3.874
2 H -5.438 -3.325 0.291
3 H -12.073 -3.313 1.490
4 O -8.395 -6.554 5.149
5 H -8.777 -6.036 4.460
6 O -8.291 -0.883 3.157
7 H -7.117 -1.957 0.771
8 H -9.392 -3.109 5.528
9 H -5.435 -6.348 3.748
10 O -9.266 -3.163 2.036
11 O -5.201 -5.636 3.139
12 H -7.972 -7.152 3.613
13 H -6.440 -3.514 3.828
14 H -7.331 -8.485 3.300
15 O -7.903 -7.815 2.934
16 O -10.037 -3.864 5.441
17 H -6.624 -6.941 -0.442
18 H -8.508 -3.598 -1.467
19 H -7.693 -5.940 5.468
20 O -12.631 -4.435 2.764
21 O -11.644 -2.618 0.966
22 O -9.763 -7.358 0.956
23 H -6.133 -3.550 1.700
24 O -7.945 -1.570 0.497
25 O -5.543 -2.952 1.199
26 H -9.079 -4.332 -0.210
27 H -7.697 -1.128 -0.364
28 S -8.666 -4.413 2.293
29 H -11.055 -1.018 4.421
30 O -10.808 -1.658 3.735
31 O -8.629 -5.080 1.008
32 H -12.125 -5.168 3.127
33 H -12.181 -2.488 0.167
34 H -7.692 -5.824 -0.188
35 H -9.882 -4.302 4.575
36 O -7.312 -4.206 2.787
37 O -9.424 -5.161 3.291
38 H -9.332 -6.436 0.859
39 H -11.063 -2.478 4.215
40 O -9.298 -3.765 -0.996
41 H -5.985 -5.107 3.015
42 Tl -9.920 -1.315 1.541
43 H -10.510 -6.114 3.549
44 O -7.206 -6.318 -0.885
45 O -5.878 -2.996 4.434
46 H -7.429 -0.376 3.061
47 H -5.049 -3.389 4.357
48 H -8.500 -0.834 4.110
49 H -13.442 -4.457 3.247
50 H -11.375 -7.424 3.384
51 H -9.352 -7.739 1.748

Net charge: +1
Frontier orbital gap (eV): 2.306
E_HOMO (eV): -11.93
Lowest unoccupied orbital energy (eV): -9.622

---

(3)
Below is one molecule with the formula C25H56FNO8P2Si, with properties calculated with wB97M-V/def2-TZVPD.

Positions of all 94 atoms, in Å:
1 C 1.658 3.932 1.959
2 H -1.000 -1.928 4.472
3 H -0.457 -2.362 2.835
4 C -3.526 -4.992 -2.261
5 H 7.158 -0.072 1.767
6 Si -4.812 -3.621 -2.330
7 H -2.111 4.944 -2.336
8 H 2.459 0.420 -1.295
9 O -1.960 0.474 0.513
10 H -3.926 -0.716 -0.423
11 C 4.376 -0.563 -1.265
12 C -0.823 -0.038 1.148
13 H -2.742 -2.190 1.207
14 C 0.469 2.985 2.050
15 H -4.486 -3.254 -4.765
16 N 0.119 2.224 0.855
17 H -3.426 -0.198 2.128
18 H 6.945 -1.961 -0.623
19 H -0.387 3.607 2.335
20 C -3.725 0.327 4.213
21 H -5.887 -2.371 -4.150
22 C -3.988 -1.803 -0.457
23 H -6.002 -4.111 -4.435
24 C -6.282 -4.120 -1.290
25 H 3.591 1.144 -0.175
26 C -1.333 -1.965 -0.344
27 C 3.230 0.185 -0.561
28 H 8.386 -1.442 0.243
29 H 0.102 5.423 -1.029
30 H 2.377 5.561 3.213
31 H 2.301 1.169 1.738
32 F 2.813 3.254 1.544
33 O 0.634 2.887 -0.288
34 O -2.240 -0.085 -2.194
35 H -7.101 -3.404 -1.384
36 H 1.479 4.691 1.197
37 C -0.433 -1.591 3.602
38 H 5.627 -0.813 1.390
39 H -6.639 -5.096 -1.633
40 H -1.007 6.107 -3.066
41 H -4.838 -2.108 0.163
42 C -5.340 -3.314 -4.087
43 H 4.570 -1.508 -0.746
44 C 6.566 -0.479 0.942
45 H -6.040 -4.219 -0.230
46 H 0.597 -1.433 3.920
47 H -3.770 -5.783 -1.550
48 C 0.436 0.791 0.767
49 H 4.064 -0.839 -2.275
50 C -0.028 4.644 -1.793
51 H -0.756 -2.876 -0.551
52 H 6.402 -0.311 -1.968
53 H 1.467 -0.220 2.397
54 H 1.475 5.208 -2.917
55 C 6.294 0.662 -0.045
56 H -4.505 0.971 3.806
57 C 1.942 4.568 3.310
58 H 7.233 1.188 -0.245
59 H -2.548 -4.587 -2.001
60 H 7.248 -2.544 1.008
61 H -1.304 3.540 -0.477
62 H 5.450 1.156 -1.950
63 P -1.103 -1.188 -1.989
64 C -0.425 3.356 -1.101
65 C 2.590 -0.595 0.587
66 H -3.430 -5.445 -3.252
67 H -0.682 2.600 -1.859
68 C 1.712 0.295 1.465
69 O -4.206 -2.171 -1.806
70 H 0.548 0.625 -0.307
71 C 7.324 -1.671 0.358
72 H 5.642 1.392 0.441
73 O -0.554 -1.368 0.678
74 P -1.176 -0.004 3.028
75 H 1.031 4.646 3.907
76 O 1.206 4.406 -2.449
77 C -2.983 -0.433 3.092
78 H 1.997 -1.418 0.179
79 H -3.079 -1.511 3.235
80 H 0.620 2.283 2.872
81 H -3.048 0.961 4.788
82 C -1.117 5.062 -2.772
83 O -1.540 -2.338 -3.028
84 C 5.669 0.248 -1.379
85 H -1.056 4.439 -3.665
86 H -0.738 -2.739 -3.403
87 H -2.790 -3.499 0.058
88 H 3.371 -1.043 1.209
89 H -2.128 0.355 -3.053
90 H -1.684 1.170 -0.101
91 H 2.647 3.938 3.853
92 C -2.728 -2.412 0.139
93 H -4.202 -0.359 4.913
94 O 0.269 -0.724 -2.220

Frontier orbital gap (eV): 8.830
E_HOMO (eV): -8.36
Lowest unoccupied orbital energy (eV): 0.471

---

(4)
Below is C2H4ClOP as an isolated structure in a non-equilibrium geometry, with properties calculated with wB97M-V/def2-TZVPD.

Positions of all 9 atoms, in Å:
1 H 0.198 0.828 1.206
2 C 0.681 0.119 0.620
3 Cl -3.743 -0.550 -0.845
4 H 3.010 0.379 0.896
5 O 0.281 0.127 -0.761
6 C 2.124 0.391 0.296
7 H 0.631 -0.982 0.942
8 P 1.816 0.352 -1.355
9 H -4.997 -0.665 -0.997

Frontier orbital gap (alpha / beta) (eV): 6.905 / 8.113
Spin multiplicity: 3
E_HOMO (alpha / beta) (eV): -6.05 / -10.05
Lowest unoccupied orbital energy (alpha / beta) (eV): 0.853 / -1.936
<S²>: 2.01

---

(5)
Below is C25H28CrN4SSi2 as an isolated structure in a non-equilibrium geometry, with properties calculated with wB97M-V/def2-TZVPD.

Positions of all 61 atoms, in Å:
1 H 11.802 16.179 6.961
2 C 9.412 9.938 10.614
3 H 7.172 12.763 9.919
4 C 10.473 19.905 8.504
5 H 8.667 13.017 7.433
6 Cr 9.950 15.407 10.395
7 N 12.747 15.124 11.385
8 H 6.720 15.631 12.479
9 C 10.751 16.305 6.783
10 C 9.583 13.529 7.083
11 C 10.237 13.426 10.147
12 C 12.289 17.221 10.375
13 C 9.461 8.575 10.378
14 H 8.805 10.352 11.414
15 C 11.474 19.244 9.182
16 H 10.091 7.036 8.994
17 H 5.651 13.579 10.351
18 H 10.498 17.365 6.948
19 H 13.271 17.639 10.560
20 C 11.989 14.571 12.366
21 H 5.835 17.016 5.016
22 H 8.349 19.860 8.068
23 C 5.508 16.167 8.269
24 C 9.199 19.374 8.581
25 C 10.889 10.326 8.716
26 H 8.870 7.865 10.965
27 C 7.433 16.325 6.287
28 C 11.230 18.011 9.798
29 H 11.329 8.641 7.528
30 C 10.181 8.065 9.271
31 C 6.727 13.528 10.539
32 H 10.724 20.742 7.918
33 H 8.152 16.398 5.479
34 Si 9.608 15.253 7.914
35 C 5.188 16.642 7.010
36 H 7.983 17.805 9.393
37 H 12.513 19.655 9.096
38 C 7.836 15.901 7.539
39 C 10.265 12.220 10.046
40 H 5.629 16.639 11.510
41 N 12.635 13.634 13.095
42 H 11.891 13.037 13.490
43 S 10.392 15.004 12.866
44 Si 7.479 15.271 10.271
45 H 4.124 16.860 6.848
46 C 10.176 10.821 9.814
47 C 8.988 18.245 9.343
48 H 4.728 16.045 9.070
49 H 13.431 13.229 12.604
50 H 10.566 16.014 5.715
51 H 6.806 13.122 11.554
52 C 6.848 15.814 8.575
53 N 11.949 16.028 10.714
54 H 7.395 17.173 11.749
55 C 6.137 16.727 6.002
56 C 6.674 16.352 11.627
57 C 10.866 8.949 8.452
58 H 11.463 11.004 8.110
59 N 9.994 17.579 9.976
60 H 10.415 12.890 7.379
61 H 9.518 13.606 5.961

Net charge: -1
Frontier orbital gap (alpha / beta) (eV): 6.776 / 5.726
Spin multiplicity: 4
E_HOMO (alpha / beta) (eV): -4.39 / -3.60
Lowest unoccupied orbital energy (alpha / beta) (eV): 2.381 / 2.125
<S²>: 3.89

---

(6)
Below is a 3-piece molecular cluster, C23H25ClF4NO9 overall in a non-equilibrium geometry, with properties calculated with wB97M-V/def2-TZVPD.

Positions of all 63 atoms, in Å:
1 C -0.389 -3.999 7.387
2 O -1.756 -0.728 7.676
3 H 0.279 -0.344 -1.811
4 H -1.775 1.959 -0.657
5 H -4.887 1.847 -4.287
6 H -6.888 0.815 -3.121
7 O 3.976 4.415 -0.810
8 C -0.128 0.749 -1.677
9 C 5.900 2.468 -3.424
10 N -1.550 -0.138 0.324
11 H 6.430 5.378 -0.796
12 C -1.571 0.810 -0.893
13 H 8.909 3.214 -3.866
14 C -4.680 0.822 -3.710
15 H -2.834 2.066 -3.044
16 H -1.134 -2.886 9.028
17 O 8.473 4.629 -2.256
18 C 7.355 4.132 -2.339
19 C 4.786 2.895 -2.563
20 H 5.701 1.675 -4.133
21 H -1.741 -0.028 5.604
22 H -1.080 -3.043 -2.705
23 H -3.440 -1.997 -1.662
24 F 0.576 -2.646 -0.714
25 C -5.847 0.701 -2.565
26 C 7.099 3.044 -3.323
27 O 0.403 -5.028 5.425
28 H -4.835 -0.027 -4.514
29 C -0.641 -2.711 0.134
30 H 3.219 3.846 -1.070
31 H -0.799 -1.327 -3.431
32 C -3.148 0.924 -3.137
33 H -2.444 -2.161 -3.828
34 C 5.034 4.001 -1.598
35 O 3.677 2.375 -2.622
36 H -0.286 -2.898 4.061
37 H -2.684 -1.938 0.477
38 H 0.311 -5.760 7.483
39 C 1.072 1.626 -0.980
40 H -2.422 0.008 0.916
41 C -2.409 -1.401 -1.672
42 F -1.294 -4.036 -0.184
43 C -1.273 -1.735 7.171
44 O -0.066 -5.121 8.128
45 O -1.369 -0.668 4.959
46 C -1.021 -1.780 5.704
47 H -5.872 -0.379 -2.072
48 F -0.576 0.096 1.265
49 O 1.237 2.944 -1.150
50 H -5.814 1.555 -1.751
51 C -1.761 -1.554 -0.174
52 C 6.235 4.575 -1.495
53 C -0.929 -2.925 7.965
54 H -2.441 0.453 -3.975
55 Cl 2.357 0.762 0.097
56 F -0.267 -2.813 1.593
57 H -3.697 0.212 -0.856
58 C -1.632 -2.027 -2.976
59 H -0.326 1.167 -2.774
60 C -2.889 0.173 -1.703
61 O 8.150 2.650 -4.131
62 C -0.477 -2.853 5.126
63 C -0.111 -4.033 5.925

Net charge: +1
Frontier orbital gap (eV): 7.383
E_HOMO (eV): -11.32
Lowest unoccupied orbital energy (eV): -3.939

---

Calculated values (kJ/mol) of ΔE to the lowest compared entry with this formula, charge and spin for the records, taken in order: 212.4 38.3 0.0 113.7 56.9 750.8.